No. 1
83
Properties=species:S:1:pos:R:3 method="wB97M-V/def2-TZVPD" energy_ev=-197889.090 e_above_lowest_kj_mol=271.5 max_force_ev_per_a=1.2 total_charge=+1 orbital_gap_ev="5.84 / 5.69"
Hf 0.36361 -0.23375 0.07161
O -1.51261 -0.48979 4.33230
C -0.96587 -0.72754 3.28545
N -0.45359 0.31058 2.43114
C -1.09526 2.55273 1.46404
C -1.99184 3.61883 1.43150
C -1.65129 4.83641 0.87455
C -0.37857 5.01360 0.36227
C 0.52540 3.97223 0.39253
C 0.18365 2.71666 0.91168
N 1.04829 1.61052 0.87044
C 2.37979 1.78701 0.88990
O 3.00760 2.83454 0.94224
C 3.13376 0.48039 0.89406
C 4.50438 0.53650 0.66599
C 5.23295 -0.63790 0.64344
C 4.56157 -1.81926 0.92070
C 3.20115 -1.77628 1.17860
N 2.47075 -0.66053 1.13716
C -0.79348 -2.10549 2.77980
C -1.42261 -3.12728 3.49284
C -1.17720 -4.44315 3.15511
C -0.26801 -4.68499 2.13580
C 0.29853 -3.60514 1.47513
N 0.03283 -2.32671 1.74306
H -2.97147 3.50481 1.86246
H -2.37121 5.63820 0.85945
H -0.08216 5.96089 -0.06023
H 1.52348 4.13576 0.02956
H 4.96427 1.50031 0.50229
H 6.28948 -0.63632 0.42075
H 5.08271 -2.76331 0.93334
H 2.67631 -2.67894 1.45698
H -2.08172 -2.86054 4.30274
H -1.65729 -5.25338 3.68015
H 0.00117 -5.68993 1.85011
H 1.00870 -3.79980 0.68534
Br -4.47586 2.18541 5.11435
C -3.62649 1.57528 3.52670
C -2.29440 1.67680 3.38573
C -1.58898 1.26392 2.12207
C -2.49372 0.52526 1.15897
C -3.89288 0.53101 1.37019
C -4.45377 1.02510 2.50431
N -1.85286 -0.18752 0.24035
C -2.47799 -0.98174 -0.64684
C -1.74542 -2.00449 -1.26322
C -2.36537 -3.00280 -2.05813
C -1.64765 -4.09167 -2.46723
C -0.28783 -4.17039 -2.13083
C 0.27798 -3.12253 -1.44278
N -0.41087 -2.06761 -0.99101
H -1.67878 2.12510 4.15026
H 0.21405 0.86706 2.97273
H -4.53530 0.07065 0.63623
H -5.51976 0.99663 2.65497
H -3.55286 -0.96516 -0.78138
H -3.40840 -2.89808 -2.30788
H -2.11156 -4.87567 -3.04811
H 0.30274 -5.01763 -2.43478
H 1.34307 -3.09315 -1.24375
C 1.32408 -1.24463 -3.61651
C 2.07169 -0.29001 -2.67248
C 3.58697 -0.52050 -2.76690
O 1.67860 -0.38544 -1.33187
H 1.55219 -0.97972 -4.64573
H 0.24829 -1.16082 -3.47148
H 1.62466 -2.27470 -3.44956
H 1.87169 0.73233 -3.04737
H 3.84737 -1.47232 -2.30836
H 4.11333 0.27222 -2.24047
H 3.90335 -0.52253 -3.80540
Br -0.73707 4.89437 -4.91891
C -0.57015 3.57625 -3.57701
C -1.66014 2.80539 -3.19278
C -1.47381 1.83551 -2.22374
N -0.30907 1.59818 -1.61910
C 0.72035 2.37625 -1.97887
C 0.64663 3.36270 -2.94700
H -2.62894 2.95545 -3.63934
H -2.31129 1.22199 -1.91837
H 1.65320 2.21564 -1.45618
H 1.51477 3.95067 -3.19780



No. 2
14
Properties=species:S:1:pos:R:3 method="wB97M-V/def2-TZVPD" energy_ev=-11420.489 e_above_lowest_kj_mol=378.5 max_force_ev_per_a=3.8 orbital_gap_ev=10.83
C -0.80079 -0.73247 -0.14872
C -0.21547 0.11530 0.97607
C -0.09653 0.50763 -0.90397
C 1.36406 0.32167 -0.63836
C 1.29314 0.05031 0.74202
H -2.42684 0.31632 0.25803
H -0.56276 -1.83169 -0.13793
H -0.60420 0.13817 2.01987
H -0.39286 0.83439 -1.90925
H 2.16420 0.97261 -1.00742
H 1.94180 0.49679 1.57921
O -2.17870 -0.62183 -0.13744
O -0.63307 1.31579 0.16467
O 1.63854 -1.00662 -0.14783



No. 3
12
Properties=species:S:1:pos:R:3 method="wB97M-V/def2-TZVPD" energy_ev=-15287.878 e_above_lowest_kj_mol=426.1 max_force_ev_per_a=4.1 total_charge=+1 orbital_gap_ev="8.28 / 8.07"
C -0.54060 0.64257 0.44609
C 1.46048 -0.55788 -0.43800
N 2.54456 -2.49807 0.24201
N 0.47890 -0.44091 0.63201
O 3.65153 -2.29635 0.32994
I 3.17100 0.63312 -0.12444
H -1.53383 0.34649 -0.01435
H -0.64622 1.19504 1.28190
H -0.06359 1.31189 -0.29257
H 1.24153 -0.72238 -1.41358
H 0.01438 -1.35463 0.83285
H 1.20373 -0.34154 1.38463



No. 4
13
Properties=species:S:1:pos:R:3 method="wB97M-V/def2-TZVPD" energy_ev=-19634.425 e_above_lowest_kj_mol=440.6 max_force_ev_per_a=3.3 orbital_gap_ev=8.81
C -1.30102 -0.55402 0.30016
C -0.99155 0.08438 1.44839
C 0.92400 0.81732 0.50870
C -0.51352 -0.32655 -0.99077
C 0.88730 -0.27678 -0.48865
N 0.01014 1.11394 1.41954
O 3.31527 0.88999 -0.67630
S 1.93072 1.25920 -0.95189
H -2.25548 -1.16530 0.17679
H -1.57723 -0.01759 2.40495
H -0.81339 -1.20072 -1.64027
H -0.81122 0.60368 -1.39781
H 1.19597 -1.22754 -0.11286



No. 5
20
Properties=species:S:1:pos:R:3 method="wB97M-V/def2-TZVPD" energy_ev=-13563.029 e_above_lowest_kj_mol=27.7 max_force_ev_per_a=1.9 orbital_gap_ev=10.82
O -4.93967 3.18607 1.04287
C -5.66045 2.23253 0.87919
O -5.37017 1.12349 0.21114
C -6.35932 -0.75658 1.64794
C -6.08999 -0.61814 2.95649
C -6.09294 0.70671 3.65923
C -7.07481 1.69508 3.02610
C -6.96367 1.73988 1.51046
C -6.65674 0.41822 0.79911
H -6.37840 -1.74321 1.18289
H -5.87377 -1.50896 3.55129
H -6.33222 0.56474 4.72167
H -5.06619 1.11377 3.63535
H -8.10202 1.38841 3.27206
H -6.93019 2.70219 3.43840
H -7.80459 2.27733 1.05389
H -7.28150 0.18931 -0.06987
O -2.25972 2.26539 0.61427
H -3.11798 2.63665 0.87596
H -2.48745 1.52169 0.04891



No. 6
12
Properties=species:S:1:pos:R:3 method="wB97M-V/def2-TZVPD" energy_ev=-5740.972 e_above_lowest_kj_mol=19.4 max_force_ev_per_a=2.4 total_charge=-1 orbital_gap_ev=7.19
C -0.29234 0.88312 -0.56811
O -0.07620 -0.37140 -1.09330
C 1.04113 1.53424 -0.23178
H -0.84695 0.81778 0.42613
H -0.97959 1.45960 -1.17723
H 0.98371 2.51280 0.18409
H 1.72366 1.51501 -1.08911
H 1.55219 0.88962 0.50370
N -0.54807 -2.32281 0.93942
H -0.82550 -3.25990 0.66987
H -1.39083 -1.88175 1.35603
H -0.34121 -1.77631 0.08029



No. 7
105
Properties=species:S:1:pos:R:3 method="wB97M-V/def2-TZVPD" energy_ev=-142008.511 e_above_lowest_kj_mol=0.0 max_force_ev_per_a=0.2 total_charge=-1 orbital_gap_ev=6.67
Sr 0.20493 -0.64637 0.04977
O 3.86007 -2.99610 1.92750
C 3.03265 -2.40288 1.24627
N 1.73045 -2.15582 1.53423
C 1.17194 -2.82576 2.57743
O 1.42785 -3.93452 3.01717
C 0.05228 -2.05416 3.27017
C -0.31834 -2.46029 4.54695
C -1.25727 -1.72224 5.24490
C -1.80432 -0.60181 4.64120
C -1.39650 -0.28491 3.35694
N -0.49251 -0.98885 2.67483
C 3.54482 -1.72547 -0.02249
C 4.87413 -1.92338 -0.37476
C 5.36905 -1.30147 -1.50682
C 4.51985 -0.50238 -2.25501
C 3.20938 -0.36035 -1.83318
N 2.72840 -0.95334 -0.74084
H 0.15708 -3.34027 4.95398
H -1.55109 -2.00740 6.24739
H -2.53026 0.02104 5.14624
H -1.79991 0.58938 2.86282
H 5.47712 -2.55447 0.26138
H 6.40365 -1.43236 -1.79922
H 4.85769 0.01577 -3.14208
H 2.51373 0.27321 -2.37424
C -0.41172 -2.82221 -1.42763
Si -1.94140 -2.48263 -2.27787
C -3.07113 -1.48451 -1.08752
N -2.54959 -0.17972 -0.63176
C -3.33142 0.34024 0.50738
C -4.59871 1.06610 0.07096
C -4.20892 2.35444 -0.67445
C -2.80609 2.21490 -1.28033
C -2.56691 0.79063 -1.75656
C -1.61812 -1.48903 -3.86010
C -2.62968 -1.19378 -4.77689
C -2.39155 -0.39496 -5.88645
C -1.12177 0.12340 -6.10813
C -0.09700 -0.16993 -5.22024
C -0.34711 -0.96891 -4.11236
C -3.12479 -3.87177 -2.85510
C -2.87494 -4.55764 -4.04768
C -3.67263 -5.61220 -4.46674
C -4.75495 -6.01490 -3.69512
C -5.02549 -5.35432 -2.50625
C -4.21863 -4.29888 -2.09854
H 0.41013 -3.18965 -2.04700
H -0.52078 -3.47688 -0.55356
H -3.16997 -2.12540 -0.20185
H -4.08773 -1.37123 -1.50337
H -2.71132 1.04486 1.07054
H -3.55110 -0.49728 1.17141
H -5.22833 1.28343 0.93674
H -5.17800 0.40579 -0.57941
H -4.23056 3.20732 0.00833
H -4.93807 2.56114 -1.46224
H -2.03586 2.49246 -0.55846
H -2.67524 2.89256 -2.12517
H -1.62940 0.72499 -2.30969
H -3.36405 0.51519 -2.46388
H -3.62594 -1.59628 -4.61892
H -3.19545 -0.17389 -6.57905
H -0.93337 0.75285 -6.96961
H 0.89517 0.23432 -5.38214
H 0.45506 -1.18374 -3.41408
H -2.03547 -4.25428 -4.66558
H -3.45173 -6.12224 -5.39719
H -5.38107 -6.83786 -4.01829
H -5.86624 -5.66097 -1.89469
H -4.45309 -3.80083 -1.16391
S 0.64332 2.05671 -1.19999
C 2.29748 2.57938 -0.91853
C 3.06081 3.10918 -1.96731
C 4.37178 3.51088 -1.77258
C 4.96451 3.40267 -0.51981
C 4.22305 2.89121 0.53646
C 2.90459 2.49308 0.35100
As 1.85955 1.59192 1.71343
C 0.69021 3.01357 2.38259
C 0.35349 4.13137 1.62696
C -0.55948 5.05759 2.11503
C -1.15237 4.87288 3.35605
C -0.82504 3.75621 4.11381
C 0.08975 2.83317 3.62671
C 3.10683 1.56854 3.22063
C 3.66153 0.34598 3.58500
C 4.55376 0.26348 4.64886
C 4.88970 1.40418 5.36072
C 4.33395 2.62909 5.00809
C 3.44789 2.71009 3.94468
H 2.60045 3.18806 -2.94490
H 4.93823 3.90703 -2.60784
H 5.99244 3.70677 -0.36698
H 4.68268 2.79326 1.51245
H 0.79440 4.27007 0.64762
H -0.81264 5.92458 1.51705
H -1.86751 5.59455 3.73133
H -1.27884 3.60426 5.08609
H 0.34769 1.96733 4.22814
H 3.40205 -0.55613 3.04209
H 4.97818 -0.69736 4.91136
H 5.58052 1.34299 6.19282
H 4.59254 3.52248 5.56385
H 3.01461 3.66744 3.67704



No. 8
15
Properties=species:S:1:pos:R:3 method="wB97M-V/def2-TZVPD" energy_ev=-9765.554 e_above_lowest_kj_mol=369.9 max_force_ev_per_a=3.8 orbital_gap_ev=9.43
C 1.01515 -0.21133 1.10912
C 1.41592 -0.44840 -0.33082
C -0.49601 0.26475 -1.79244
C -1.60881 0.04909 0.71636
C -0.16342 0.61081 0.67894
H 1.60826 0.35359 1.83305
H 0.64488 -1.10949 1.68599
H 2.40410 -0.04083 -0.53275
H 1.29061 -1.49657 -0.52099
H -0.07146 0.31712 -2.83738
H -2.21368 -0.13536 1.60315
H -0.17423 1.60341 1.07962
N 0.32288 0.46859 -0.70457
N -1.75679 0.03389 -1.64208
N -2.21741 -0.25927 -0.34519



No. 9
19
Properties=species:S:1:pos:R:3 method="wB97M-V/def2-TZVPD" energy_ev=-7326.447 e_above_lowest_kj_mol=679.3 max_force_ev_per_a=1.6 total_charge=+1 orbital_gap_ev=5.43
C 1.86720 -0.52770 -0.23273
C 0.62242 -0.70957 -1.05657
C -0.66082 -0.83512 -0.26653
C -1.26080 0.50048 0.19053
N -2.54378 0.32990 0.82139
N 1.57371 0.17405 1.01113
H 2.24777 -1.48400 0.16092
H 2.65841 -0.08512 -0.84276
H 0.76042 -1.53650 -1.75129
H 0.51032 0.07622 -1.83111
H -1.42497 -1.31953 -0.87357
H -0.55634 -1.45687 0.62070
H -1.35041 1.25067 -0.63034
H 0.58032 1.84668 -0.11756
H -0.58454 0.88492 0.96962
H -3.29616 0.39073 0.13917
H 1.15624 1.10109 0.69390
H 2.46409 0.37716 1.46769
H -2.76305 1.02252 1.52741



No. 10
8
Properties=species:S:1:pos:R:3 method="wB97M-V/def2-TZVPD" energy_ev=-51448.801 e_above_lowest_kj_mol=9.8 max_force_ev_per_a=0.9 orbital_gap_ev=11.48
C -0.98644 -0.87472 -0.48768
N -1.31527 0.21021 -0.37950
O -0.38855 1.10576 1.92832
P -1.46796 2.06899 2.09781
Cl -3.27774 1.24961 2.04440
Cl -1.36904 3.50308 0.75670
Cl -1.52982 3.15653 3.80264
H -0.60408 -1.86303 -0.51273



No. 11
8
Properties=species:S:1:pos:R:3 method="wB97M-V/def2-TZVPD" energy_ev=-13222.020 e_above_lowest_kj_mol=18.5 max_force_ev_per_a=3.3 orbital_gap_ev=11.51
C 0.91172 -0.34821 0.15168
C 3.23633 -0.14172 -0.12110
N -0.17460 -0.21954 0.62990
N 2.02059 -0.71842 -0.28922
F 3.97845 -0.37624 -1.18400
F 3.31572 1.26678 -0.20858
F 3.83675 -0.43977 1.04846
H -0.68082 0.52607 1.04100



No. 12
13
Properties=species:S:1:pos:R:3 method="wB97M-V/def2-TZVPD" energy_ev=-19172.420 e_above_lowest_kj_mol=278.6 max_force_ev_per_a=4.8 orbital_gap_ev=8.77
C 2.22368 -0.60402 0.10422
C 0.65417 0.46520 -0.52879
C -1.59245 -0.30134 0.58206
C -0.55285 -0.43747 -0.51847
O 1.64830 -0.69714 1.10747
O 3.05827 -0.75206 -0.68390
S 0.36121 2.03476 0.14016
H -1.34514 -0.17680 1.61951
H -2.41992 -0.99501 0.45632
H -2.24186 0.70347 0.50732
H -0.82422 -0.40409 -1.58027
H -0.26414 -1.43045 -0.58565
H 1.29495 2.59495 -0.61998



No. 13
15
Properties=species:S:1:pos:R:3 method="wB97M-V/def2-TZVPD" energy_ev=-9859.966 e_above_lowest_kj_mol=465.1 max_force_ev_per_a=2.8 total_charge=-1 orbital_gap_ev=7.47
C 1.56994 0.36323 -1.21891
C 2.25122 -0.04248 0.05237
C 1.45999 -0.41246 1.32081
N 3.55373 0.12482 0.16876
C -3.21166 0.08986 -0.21432
O -2.22601 0.49944 -0.93218
O -3.25444 -0.53989 0.90976
H 0.95775 1.16091 -0.81263
H 0.87951 -0.36958 -1.63397
H 2.25388 0.78247 -1.95064
H 2.99063 -1.07588 -0.26364
H 0.48923 -0.07660 0.96314
H 1.38251 -1.42986 1.69823
H 1.79714 0.26850 2.06496
H -4.20010 0.20098 -0.70708



No. 14
15
Properties=species:S:1:pos:R:3 method="wB97M-V/def2-TZVPD" spin_multiplicity=2 energy_ev=-5332.569 e_above_lowest_kj_mol=58.8 max_force_ev_per_a=1.5 s2=0.75 orbital_gap_ev="5.89 / 12.50"
O -1.92837 1.49497 -0.09113
H -1.87400 2.01752 0.80848
H -2.20965 2.22080 -0.79056
H -1.52612 0.60457 -0.33423
C 1.40354 0.36471 0.62063
C 1.10751 -0.88294 -0.25233
C -0.39417 -1.23252 -0.40769
H 1.85547 1.18084 0.08477
H 2.06792 0.03859 1.42236
H 0.54200 0.78805 1.13566
H 1.53585 -1.74088 0.25897
H 1.60018 -0.69393 -1.20278
H -0.50420 -2.32013 -0.40276
H -0.90776 -0.96112 0.51487
H -0.76819 -0.87853 -1.36425



No. 15
11
Properties=species:S:1:pos:R:3 method="wB97M-V/def2-TZVPD" energy_ev=-7762.539 e_above_lowest_kj_mol=384.7 max_force_ev_per_a=8.5 orbital_gap_ev=9.30
C 1.53851 -0.71330 0.16374
C -0.57830 -0.24794 -0.27243
C -1.96666 -0.39923 0.16129
C 0.07250 1.06458 -0.20120
H 2.00012 -0.13548 -0.56310
H 2.23339 -1.58899 0.02892
H 1.89496 -0.07927 1.01708
H -2.83567 0.16320 0.25937
H -1.96845 -1.58073 0.29427
N 0.30356 2.19302 0.09228
O 0.26931 -1.29432 -0.09886



No. 16
14
Properties=species:S:1:pos:R:3 method="wB97M-V/def2-TZVPD" energy_ev=-69250.599 e_above_lowest_kj_mol=107.2 max_force_ev_per_a=3.0 total_charge=+1 orbital_gap_ev=4.12
Zn -1.51863 2.12219 4.20828
Cl -0.31226 3.11916 5.91936
O 1.71575 5.53462 7.49870
H 1.07955 6.26343 7.37970
H 1.37532 4.93094 6.86533
O 0.02219 3.96464 9.91231
H -0.16079 3.06651 9.64190
H 0.70146 4.40581 9.38846
O -1.10745 5.61976 7.63574
H -1.53097 5.47858 8.47493
H -0.96281 4.74397 7.30893
O -1.11843 5.96242 5.04309
H -1.03201 6.50138 5.84651
H -1.00110 6.57527 4.29481



No. 17
77
Properties=species:S:1:pos:R:3 method="wB97M-V/def2-TZVPD" spin_multiplicity=6 energy_ev=-197610.712 e_above_lowest_kj_mol=8.8 max_force_ev_per_a=0.5 s2=8.79 orbital_gap_ev="7.46 / 5.11"
Ir 0.05578 -0.25788 0.44764
S 5.51050 0.55045 4.94332
C 4.26540 0.53840 3.90706
S 2.60356 0.68692 4.39881
C 1.87922 0.62532 2.83952
C 2.77959 0.49338 1.75936
S 2.34739 0.47266 0.12349
S 4.44570 0.39345 2.18406
S 0.19022 0.75271 2.70547
C -8.15102 1.33058 -1.56604
C -7.37832 2.41400 -0.79971
C -6.86478 3.43099 -1.82294
C -8.35808 3.13136 0.13709
C -6.24148 1.75807 0.05114
O -6.91519 0.78923 0.85736
C -5.47159 2.67231 1.03189
C -4.38890 3.65106 0.54234
C -4.77199 5.10290 0.36877
C -5.59902 5.76110 1.27356
C -5.91805 7.10071 1.11330
C -5.39281 7.79566 0.03761
Cl -5.79580 9.47545 -0.17662
C -4.54775 7.17418 -0.86559
C -4.24299 5.83391 -0.69155
C -5.27189 1.02582 -0.88589
N -4.10399 0.48498 -0.19184
C -2.83382 0.68580 -0.48166
N -2.08175 0.02719 0.40075
C -2.98282 -0.57944 1.21941
N -4.22015 -0.32232 0.89198
H -9.03546 1.78085 -2.01732
H -8.47330 0.52471 -0.90937
H -7.56480 0.90692 -2.38338
H -7.72117 3.84197 -2.36017
H -6.21086 2.98776 -2.57507
H -6.34712 4.26509 -1.36204
H -9.24392 3.42317 -0.42785
H -7.92467 4.04249 0.54763
H -8.67185 2.48762 0.95718
H -6.24843 0.23004 1.27918
H -4.98418 1.97573 1.71818
H -6.21249 3.18064 1.64537
H -3.92308 3.30708 -0.38529
H -3.57838 3.62413 1.27663
H -6.00661 5.23173 2.12492
H -6.56511 7.60428 1.81684
H -4.13606 7.73250 -1.69362
H -3.57921 5.34536 -1.39532
H -4.86945 1.68759 -1.64980
H -5.78832 0.19459 -1.36386
H -2.47885 1.31208 -1.28245
H -2.70450 -1.19521 2.05719
F -0.23206 1.59405 -1.05949
As -0.38713 3.40997 -0.80722
F -1.86945 3.27920 -1.72562
F 0.50943 3.62306 -2.25231
F -0.61143 5.08768 -0.56485
F 1.06200 3.35819 0.12555
F -1.29892 3.01788 0.62742
C -1.25687 -8.42442 -0.13242
C -0.68032 -7.04006 -0.04182
C 0.28380 -6.60741 -0.94860
C 0.83823 -5.34278 -0.85394
C 0.41000 -4.49589 0.15888
C -0.54669 -4.90043 1.07678
C -1.08300 -6.17281 0.96935
S 1.11795 -2.89616 0.24143
O 0.54134 -2.23174 1.46412
O 2.54130 -3.01551 0.24039
O 0.55106 -2.08831 -0.88245
H -1.05128 -8.87606 -1.10090
H -2.33581 -8.41220 0.01841
H -0.82570 -9.06881 0.63543
H 0.60902 -7.27316 -1.73818
H 1.59586 -5.01741 -1.55212
H -0.85372 -4.23124 1.86616
H -1.82716 -6.49924 1.68515